Record 1
Molecular formula: CH2BrI
Method: DFT, ωB97M-V/def2-TZVPD

```
5
CH2BrI ωB97M-V/def2-TZVPD
C -0.09 0.10 -0.12
Br -1.74 0.04 0.85
I 0.78 -1.90 -0.85
H 1.15 0.78 0.91
H -0.10 0.97 -0.79
```

Summary:
Energy ... -79209.298 eV
Gap between HOMO and LUMO ... 8.7 eV
Energy relative to the best compared isomer or geometry (same formula, charge and spin) ... 62.0 kcal/mol



Record 2
Molecular formula: CH3NOS2
Method: DFT, ωB97M-V/def2-TZVPD

```
8
CH3NOS2 ωB97M-V/def2-TZVPD
C 2.20 0.59 0.27
N -2.24 -0.39 -0.28
O 3.14 1.33 0.16
S 1.83 -0.82 -0.63
S -1.36 -1.29 0.72
H 1.41 0.75 1.03
H -2.62 -0.77 -1.14
H -2.35 0.61 -0.13
```

Summary:
Energy ... -26290.424 eV
Gap between HOMO and LUMO (spin up / spin down) ... 5.3 / 5.3 eV
Energy relative to the best compared isomer or geometry (same formula, charge and spin) ... 58.7 kcal/mol



Record 3
Molecular formula: C9H19N4O
Method: DFT, ωB97M-V/def2-TZVPD

```
33
C9H19N4O ωB97M-V/def2-TZVPD
C -3.22 0.75 -0.78
C -1.75 0.45 -0.77
C -0.51 1.29 -1.12
C -0.12 2.32 0.13
C 0.33 1.49 1.35
C 0.98 3.25 -0.49
N -1.52 -0.83 -0.35
N -0.46 -1.80 -0.24
N 1.00 -1.76 -0.10
C 1.16 -2.66 0.99
C 2.56 -3.27 0.79
N 0.08 -3.60 1.01
C -0.93 -3.00 0.40
O -2.06 -3.40 0.23
H -3.54 1.40 0.08
H -3.82 -0.11 -0.66
H -3.44 1.36 -1.63
H 0.50 0.68 -1.18
H -0.64 1.93 -1.93
H -1.02 2.79 0.61
H 1.08 0.79 1.00
H -0.47 1.01 1.93
H 0.77 2.15 1.97
H 0.46 3.71 -1.39
H 1.95 2.78 -0.92
H 1.29 3.98 0.32
H -2.33 -1.41 -0.20
H 1.26 -2.07 -0.96
H 1.03 -2.02 1.92
H 3.30 -2.46 0.74
H 2.56 -4.12 0.06
H 2.76 -3.84 1.82
H 0.08 -4.46 1.67
```

Summary:
Net charge ... +1
SMILES ... C/C(CC(C)C)=[NH+]/N1N[C@H](C)NC1=O
Energy ... -17639.109 eV
Gap between HOMO and LUMO ... 9.4 eV
Energy relative to the best compared isomer or geometry (same formula, charge and spin) ... 72.8 kcal/mol



Record 4
Molecular formula: C49H47GeLuN7O6S4
Method: DFT, ωB97M-V/def2-TZVPD

```
115
C49H47GeLuN7O6S4 ωB97M-V/def2-TZVPD
Lu 3.73 1.84 1.73
C 7.15 1.02 2.41
N 6.51 1.33 1.08
C 6.97 2.83 0.84
C 6.15 3.32 -0.38
N 4.81 3.65 -0.18
C 4.10 3.94 -1.51
C 4.30 4.83 0.63
C 5.28 5.81 0.90
C 5.04 6.82 1.68
C 3.60 7.14 2.17
C 2.61 6.06 2.00
C 3.05 4.93 1.14
S 1.97 3.64 1.03
C 6.65 0.44 0.07
C 7.93 -0.09 -0.23
C 8.08 -1.08 -1.09
C 7.11 -1.71 -1.74
C 5.81 -1.05 -1.68
C 5.45 -0.02 -0.60
S 3.78 0.46 -0.37
H 8.29 1.19 2.35
H 7.14 -0.12 2.87
H 6.50 1.66 3.30
H 8.24 3.04 0.82
H 6.77 3.59 1.61
H 6.23 2.54 -1.00
H 6.81 4.18 -0.85
H 3.19 4.06 -1.62
H 4.10 2.69 -1.94
H 4.70 4.73 -1.99
H 6.34 5.72 0.89
H 5.60 7.58 2.06
H 3.47 8.27 2.75
H 1.57 6.43 2.49
H 8.93 0.27 0.25
H 9.34 -1.35 -1.25
H 7.07 -2.71 -2.19
H 5.10 -1.38 -2.23
O 1.77 0.69 2.12
N 1.78 -0.70 2.05
N 2.84 -1.15 2.20
O 4.03 -0.42 2.30
C 3.12 -2.62 2.03
C 1.94 -3.42 2.31
C 2.29 -4.79 2.12
C 3.46 -5.34 1.60
C 4.46 -4.47 1.10
C 4.21 -3.08 1.53
H 0.86 -3.10 2.80
H 1.38 -5.38 2.18
H 3.53 -6.44 1.31
H 5.37 -4.60 0.59
H 4.87 -2.46 1.22
O 2.89 2.34 3.96
C 3.69 3.26 3.95
O 4.73 3.25 3.13
H 3.76 4.14 4.64
C -1.16 -0.91 1.44
Ge -5.19 -2.62 -3.11
C -3.96 -1.32 -2.31
C -4.37 -0.06 -1.67
C -3.40 0.89 -1.16
C -2.08 0.74 -1.49
C -1.67 -0.42 -2.14
C -2.56 -1.50 -2.45
C -6.87 -1.56 -3.50
C -7.76 -1.24 -2.43
C -9.02 -0.58 -2.78
C -9.55 -0.27 -3.98
C -8.68 -0.55 -5.12
C -9.10 -0.35 -6.43
C -8.39 -0.66 -7.53
C -7.21 -1.51 -7.30
C -6.74 -1.67 -6.02
C -7.35 -1.12 -4.85
H -0.53 -1.37 2.08
H -1.78 -1.53 1.10
H -0.58 -0.49 0.61
H -5.45 0.29 -1.63
H -3.89 1.87 -0.62
H -1.71 1.57 -0.73
H -0.65 -0.61 -2.09
H -2.53 -2.53 -2.96
H -7.67 -1.62 -1.34
H -9.68 -0.32 -1.81
H -10.54 0.47 -4.23
H -10.10 0.10 -6.65
H -8.61 -0.48 -8.60
H -6.51 -2.15 -8.07
H -5.86 -2.29 -5.99
N -5.42 -5.14 -0.71
C -5.11 -4.43 0.43
C -4.58 -4.97 1.46
C -4.39 -4.06 2.76
C -5.03 -2.73 2.67
C -5.72 -2.37 1.54
C -5.65 -3.11 0.36
S -4.36 -1.68 4.09
O -3.88 -2.50 5.18
O -5.32 -0.68 4.47
N -3.09 -1.14 3.24
C -2.81 0.06 3.02
S -3.37 1.57 3.66
C -2.40 2.55 2.54
C -1.65 1.78 1.84
N -1.94 0.32 1.98
H -4.79 -5.77 -1.10
H -6.23 -4.98 -1.36
H -4.17 -6.28 1.87
H -3.88 -4.32 3.62
H -6.26 -1.40 1.97
H -6.34 -3.04 -0.69
H -2.28 3.74 2.42
H -0.60 2.16 1.17
```

Summary:
<S²> ... 0.760
Net charge ... -2
Energy ... -207748.604 eV
Gap between HOMO and LUMO (spin up / spin down) ... 4.3 / 6.1 eV
2S+1 ... 2
Energy relative to the best compared isomer or geometry (same formula, charge and spin) ... 519.9 kcal/mol



Record 5
Molecular formula: C14H10CeF5NS
Method: DFT, ωB97M-V/def2-TZVPD

```
32
C14H10CeF5NS ωB97M-V/def2-TZVPD
C 0.19 -1.26 -2.76
C -1.13 -1.31 -2.21
C -1.08 -2.05 -0.98
C 0.29 -2.42 -0.75
C 1.08 -1.93 -1.85
Ce 0.33 0.16 -0.57
C -0.83 2.01 -2.05
C 0.50 2.18 -2.57
C 0.87 2.76 -3.77
N 1.58 1.57 -1.73
H -1.93 -2.32 -0.35
H -2.03 -0.89 -2.67
H 0.66 -3.02 0.08
H 2.15 -2.07 -1.98
H 0.48 -0.80 -3.71
H -1.62 1.74 -2.75
H 2.52 1.79 -2.05
H -1.12 2.59 -1.16
H 0.08 3.13 -4.42
H 1.92 2.83 -4.05
F -1.97 0.30 5.64
C -1.13 0.05 4.61
C -0.75 1.09 3.75
F -1.25 2.33 3.93
C 0.10 0.80 2.70
F 0.18 1.70 1.63
C 0.75 -0.45 2.57
S 2.03 -0.71 1.44
C 0.27 -1.49 3.39
F 0.65 -2.76 3.11
C -0.66 -1.25 4.39
F -1.12 -2.27 5.15
```

Summary:
<S²> ... 0.752
Net charge ... -1
Energy ... -53520.995 eV
Gap between HOMO and LUMO (spin up / spin down) ... 5.3 / 5.3 eV
2S+1 ... 2
Energy relative to the best compared isomer or geometry (same formula, charge and spin) ... 1.8 kcal/mol



Record 6
Molecular formula: H26NO15S
Method: DFT, ωB97M-V/def2-TZVPD

```
43
H26NO15S ωB97M-V/def2-TZVPD
N 0.03 -0.29 -0.28
H -0.06 -1.10 -0.89
H -0.48 -0.21 0.56
H -0.18 0.58 -0.75
H 0.89 -0.44 0.08
S -1.44 3.42 0.05
O -1.36 3.20 -1.37
O -2.85 3.82 0.36
O -1.11 2.27 0.81
O -0.52 4.47 0.49
O 0.76 -2.99 1.43
H 0.47 -2.99 2.38
H 0.98 -3.97 1.28
O 4.39 -0.08 0.94
H 4.81 0.58 1.58
H 3.51 -0.01 1.17
O -3.32 0.97 0.81
H -2.90 0.85 1.68
H -2.79 1.71 0.64
O -1.14 1.10 2.73
H -1.77 1.62 3.30
H -0.93 1.77 1.96
O -1.60 0.09 -3.13
H -1.77 -0.26 -3.99
H -2.19 0.83 -3.19
O 0.60 -3.54 -1.47
H -0.19 -4.01 -1.58
H 1.24 -4.03 -0.79
O 1.84 0.04 2.55
H 1.72 0.68 3.26
H 1.69 -0.81 2.86
O 0.33 1.57 -2.95
H -0.04 2.28 -2.32
H -0.42 0.98 -3.07
O 1.65 1.55 0.46
H 0.77 1.79 0.79
H 1.83 1.08 1.33
O -2.12 -2.76 1.13
H -1.14 -3.10 1.06
H -2.68 -3.34 0.57
O 1.95 -0.97 -3.09
H 1.56 -1.87 -3.48
H 1.98 -0.44 -3.93
```

Summary:
Net charge ... -1
Energy ... -43458.374 eV
Gap between HOMO and LUMO ... 4.4 eV
Energy relative to the best compared isomer or geometry (same formula, charge and spin) ... 59.0 kcal/mol



energy of number 6 (H26NO15S)? -43458.374 eV



energy of number 5 (C14H10CeF5NS)? -53520.995 eV